No. 1
78
Properties=species:S:1:pos:R:3:lowdin_charge:R:1 method="wB97M-V/def2-TZVPD" homo_lumo_gap_ha=0.2404 energy_ha=-2886.225885 homo_ev=-6.86 spin_multiplicity=1 relative_energy_kcal_mol=32.1 total_charge=0
Au 0.3276 -0.4050 -0.5664 0.90
N 0.0994 -0.4150 2.8269 -0.18
P -1.0503 1.3632 0.2818 0.79
C -0.0333 2.4736 1.2893 -0.34
C 0.9808 3.1624 0.6276 -0.10
C 1.7967 4.0453 1.3179 -0.09
C 1.5959 4.2524 2.6751 -0.09
C 0.5817 3.5741 3.3372 -0.08
C -0.2283 2.6815 2.6500 -0.11
C -2.4021 0.7212 1.3226 -0.35
C -2.7181 -0.6249 1.4487 -0.13
C -3.8525 -1.0221 2.1366 -0.08
C -4.6847 -0.0688 2.7090 -0.08
C -4.3878 1.2786 2.5725 -0.07
C -3.2579 1.6734 1.8694 -0.09
P 0.8648 -1.0254 1.6137 0.68
C 0.9043 -2.8318 1.6629 -0.36
C -0.2003 -3.5726 1.2516 -0.11
C -0.2155 -4.9480 1.4112 -0.07
C 0.8759 -5.5920 1.9804 -0.08
C 1.9777 -4.8582 2.3963 -0.08
C 1.9899 -3.4781 2.2463 -0.09
C 2.5698 -0.3856 1.5641 -0.34
C 3.5471 -0.8069 0.6630 -0.09
C 4.8140 -0.2492 0.7065 -0.08
C 5.1093 0.7437 1.6334 -0.08
C 4.1373 1.1714 2.5243 -0.07
C 2.8708 0.6050 2.4962 -0.09
H -0.4586 -1.0757 3.3498 0.01
H 1.1257 3.0151 -0.4364 0.09
H 2.5847 4.5717 0.7953 0.10
H 2.2280 4.9459 3.2154 0.10
H 0.4219 3.7358 4.3955 0.10
H -0.9977 2.1333 3.1728 0.09
H -2.0762 -1.3690 0.9974 0.05
H -4.0898 -2.0749 2.2228 0.10
H -5.5720 -0.3771 3.2468 0.10
H -5.0427 2.0260 3.0009 0.10
H -3.0451 2.7266 1.7284 0.11
H -1.0320 -3.0787 0.7641 0.09
H -1.0705 -5.5199 1.0754 0.11
H 0.8675 -6.6678 2.0983 0.10
H 2.8291 -5.3593 2.8375 0.11
H 2.8523 -2.9055 2.5655 0.11
H 3.3264 -1.5705 -0.0713 0.08
H 5.5714 -0.5866 0.0111 0.10
H 6.0989 1.1819 1.6575 0.10
H 4.3604 1.9483 3.2439 0.10
H 2.0986 0.9230 3.1844 0.09
S 2.1043 -2.9940 -3.8682 1.04
C 2.3394 -3.9039 -2.4459 -0.41
C 1.8731 -3.2587 -1.3405 -0.23
C 1.3010 -1.9753 -1.6136 -0.29
C 1.3747 -1.7254 -2.9622 -0.54
C 0.9388 -0.4741 -3.5592 -0.29
C 1.0241 -0.1860 -4.9155 -0.03
C 0.6415 1.0638 -5.3660 -0.05
C 0.2022 2.0040 -4.4502 -0.04
C 0.1244 1.6448 -3.1175 -0.12
N 0.4632 0.4294 -2.6818 0.02
H 2.8086 -4.8736 -2.4928 0.07
H 1.9583 -3.7066 -0.3642 0.07
H 1.3910 -0.9365 -5.6020 0.10
H 0.6938 1.3020 -6.4202 0.11
H -0.1019 2.9963 -4.7490 0.11
H -0.2377 2.3282 -2.3614 0.07
N -1.6747 2.3260 -0.8364 -0.18
C -2.6012 1.8761 -1.7596 -0.40
C -3.1219 2.8198 -2.6665 -0.06
C -3.9960 2.4560 -3.6725 -0.11
C -4.3999 1.1319 -3.8225 -0.12
C -3.9114 0.1889 -2.9332 -0.10
C -3.0316 0.5479 -1.9204 -0.07
H -2.8048 3.8495 -2.5526 0.10
H -4.3698 3.2142 -4.3503 0.10
H -5.0844 0.8466 -4.6100 0.09
H -4.2135 -0.8481 -3.0229 0.10
H -2.6821 -0.2279 -1.2461 0.07



No. 2
137
Properties=species:S:1:pos:R:3:lowdin_charge:R:1 method="wB97M-V/def2-TZVPD" homo_lumo_gap_ha=0.2788 energy_ha=-14741.283365 homo_ev=-9.25 spin_multiplicity=1 relative_energy_kcal_mol=0.0 total_charge=0
C -0.6644 3.4922 -1.6818 -0.11
C 0.2086 2.6570 -0.7271 -0.22
C 0.4121 1.2047 -1.3361 -0.19
C 0.9428 0.1381 -0.2922 -0.22
P -0.3595 -0.7843 0.6141 1.03
C -1.3443 0.2906 1.6144 -0.26
C -2.6646 0.7235 1.0056 -0.22
C -3.6605 1.5490 1.9212 -0.21
C -3.0445 2.7481 2.7272 -0.14
C -1.3352 -1.7091 -0.6211 -0.25
C -0.5371 -2.7355 -1.4338 -0.24
C -0.2437 -2.3067 -2.8620 -0.24
C 0.2926 -3.5329 -3.6713 -0.10
C 0.5705 -1.9239 1.6590 -0.26
C -0.2206 -2.9297 2.5859 -0.22
C -0.7637 -4.1833 1.8433 -0.24
C -1.5806 -5.2548 2.6360 -0.15
H -0.8430 4.5533 -1.5081 0.07
H -1.6578 3.0680 -1.5359 0.06
H -0.3774 3.4939 -2.7333 -0.01
H -0.2743 2.4726 0.2325 0.08
H 1.1081 3.2628 -0.6175 0.08
H 1.1777 1.3437 -2.0994 0.05
H -0.5003 0.8357 -1.8047 0.09
H 1.5612 0.6360 0.4547 0.09
H 1.5355 -0.6078 -0.8216 0.07
H -0.6987 1.1433 1.8243 0.08
H -1.5180 -0.1726 2.5856 0.10
H -3.2066 -0.1821 0.7333 0.09
H -2.6728 1.2582 0.0557 0.10
H -4.0712 0.7864 2.5830 0.08
H -4.5420 1.9527 1.4231 0.10
H -2.3262 2.2382 3.3691 0.04
H -3.7686 3.1949 3.4084 0.04
H -2.5502 3.5253 2.1443 0.04
H -1.7737 -1.0038 -1.3271 0.09
H -2.0890 -2.2112 -0.0147 0.05
H -1.1689 -3.6230 -1.3980 0.12
H 0.3987 -2.9792 -0.9308 0.10
H 0.5007 -1.5135 -2.9317 0.07
H -1.1752 -1.9927 -3.3329 0.07
H 0.6312 -3.3661 -4.6939 0.06
H -0.4241 -4.3488 -3.7655 0.03
H 1.0887 -4.1130 -3.2045 0.06
H 1.0730 -1.2201 2.3226 0.07
H 1.3318 -2.4235 1.0598 0.08
H -1.0620 -2.4058 3.0395 0.06
H 0.5154 -3.2761 3.3114 0.06
H 0.1137 -4.6522 1.3980 0.09
H -1.5046 -3.9406 1.0816 0.05
H -0.9881 -5.7836 3.3826 0.05
H -1.8902 -6.0034 1.9067 0.06
H -2.4644 -4.9255 3.1825 0.01
Cl 2.0108 2.8116 3.1844 0.60
O 1.7784 1.3863 3.1447 -0.40
O 0.7969 3.5174 2.9239 -0.37
O 2.5230 3.1336 4.4913 -0.34
O 2.9923 3.1225 2.2065 -0.37
C 2.8995 8.6948 -0.3998 0.07
C 3.0015 8.7130 -1.7494 -0.22
C 2.5181 7.5754 -2.6561 -0.28
O 2.6627 7.5209 -3.8903 0.09
C 1.9196 6.4988 -1.8564 0.07
C 1.8080 6.4301 -0.4886 -0.20
C 2.2579 7.5620 0.3549 -0.33
O 2.1895 7.6809 1.5760 0.10
O 1.1898 5.4334 0.2183 0.05
O 3.4042 9.8190 -2.4174 0.09
H 3.2037 9.5921 0.1186 0.12
H 1.5896 5.6887 -2.4898 0.10
H 1.1584 5.6455 1.1540 0.08
H 3.5138 10.4998 -1.7494 0.11
C -3.2860 -8.5396 3.3544 -0.99
Cl -3.8093 -7.1150 4.2683 0.53
Cl -4.6384 -9.6762 3.0622 0.49
H -2.8924 -8.1765 2.4051 0.00
H -2.6014 -9.0640 4.0211 0.03
C 0.6335 5.1209 -5.6229 -0.90
Cl -0.4825 4.8239 -7.0422 0.49
Cl 0.9148 3.5322 -4.8595 0.55
H 1.5512 5.4938 -6.0777 0.03
H 0.2513 5.8528 -4.9112 0.03
C 4.9277 3.5342 -0.8522 -1.08
Cl 5.7344 4.4682 -2.0658 0.55
Cl 5.3596 1.8581 -0.9423 0.55
H 5.3206 3.9278 0.0853 0.03
H 3.8392 3.5501 -0.9055 0.02
C -0.6982 -4.5090 -7.6089 -1.00
Cl -2.2267 -3.8360 -6.9712 0.47
Cl -0.7122 -6.2511 -7.3627 0.50
H -0.7107 -4.3095 -8.6805 0.03
H 0.0261 -3.9297 -7.0363 0.01
C 4.5265 0.6471 -4.2456 -1.03
Cl 4.9876 0.5000 -5.8855 0.57
Cl 2.7667 0.1911 -4.0991 0.46
H 5.0055 -0.0149 -3.5243 0.02
H 4.5491 1.6925 -3.9376 0.00
C -3.0576 -3.3883 5.8843 -1.04
Cl -1.3468 -3.9045 5.8289 0.54
Cl -3.5032 -2.1332 4.7791 0.55
H -3.7172 -4.2401 5.7186 0.01
H -3.2557 -3.0831 6.9118 -0.02
C -5.4271 -5.1860 1.5171 -0.99
Cl -4.4322 -4.0053 0.6149 0.51
Cl -5.1350 -6.8094 0.9043 0.53
H -5.1425 -5.2019 2.5692 -0.01
H -6.4878 -4.9514 1.4286 0.04
C -1.4153 6.7529 2.3660 -1.05
Cl -1.1397 7.7684 0.9573 0.57
Cl -3.0517 6.2708 2.4976 0.59
H -0.8912 5.8482 2.0578 0.00
H -1.0560 7.1952 3.2952 0.05
C 1.5289 -7.3619 -3.9024 -1.04
Cl 1.9220 -7.5772 -5.5593 0.53
Cl -0.2384 -7.1433 -3.7823 0.50
H 1.9676 -7.9728 -3.1134 0.05
H 2.0115 -6.3988 -3.7366 0.00
C 3.2237 -4.9120 4.7585 -0.99
Cl 1.9451 -5.7696 5.6096 0.51
Cl 2.7987 -4.8269 3.0111 0.50
H 3.3933 -3.9381 5.2177 0.03
H 4.1375 -5.4824 4.9250 0.03
C 4.7240 -0.3934 1.8509 -0.96
Cl 4.0384 -1.5276 3.0064 0.54
Cl 4.7525 -1.0918 0.1657 0.42
H 4.0736 0.4786 1.7827 -0.01
H 5.7261 -0.0407 2.0948 0.04
C -1.6347 1.6524 -6.0703 -1.06
Cl -2.9399 1.7758 -7.2127 0.53
Cl -1.8178 0.0766 -5.1727 0.47
H -0.6623 1.6526 -6.5628 0.01
H -1.6441 2.5078 -5.3947 -0.02
C -2.5614 0.8018 6.7721 -0.96
Cl -3.2522 -0.5331 7.7910 0.50
Cl -3.8004 1.5829 5.7857 0.55
H -2.0280 1.5526 7.3551 0.04
H -1.8545 0.3956 6.0485 0.02



Calculated max |F| (eV/Å), listed in the same order as above: 0.37, 3.55